The following is a DFT calculation (ωB97M-V/def2-TZVPD) of a molecular structure, C26H39AuN6P at a distorted geometry.

## Properties
Net charge: +1
Frontier orbital gap (alpha / beta) (eV): 4.865 / 4.866
Spin multiplicity: 1
E_tot (hartree): -1819.408326
HOMO level (alpha / beta) (eV): -9.98 / -9.98

The geometry in XYZ format:
```
73
C26H39AuN6P (ωB97M-V/def2-TZVPD)
Au 0.013 0.033 -0.091
P 3.167 -0.632 -1.582
N 0.699 -0.813 2.106
N -0.706 -2.215 0.053
N 1.797 -0.268 -0.950
N -0.504 -4.141 1.079
N 0.938 -2.612 3.338
N 0.943 6.838 1.034
C 3.119 1.352 -3.539
C 4.952 -2.925 -1.648
C -1.866 0.695 0.596
C 1.603 -1.603 3.971
C 2.568 -3.256 -2.321
C 0.403 -2.094 2.201
C 3.509 -2.526 -1.364
C -1.079 -4.390 -0.132
C -0.945 4.213 -0.241
C 4.212 -0.746 -4.316
C -1.502 2.966 -0.334
C 4.509 0.402 -0.645
C 5.842 0.495 -1.375
C 3.090 -0.173 -3.459
C 0.369 5.846 0.994
C -1.399 2.039 0.732
C -0.285 -2.803 1.159
C -0.230 3.726 2.031
C -0.791 2.481 1.933
C -0.277 4.598 0.931
C 3.085 -2.914 0.054
C 3.923 1.789 -0.382
C 4.715 -0.256 0.718
C 1.444 -0.495 3.187
C -1.195 -3.180 -0.755
C 1.728 -0.627 -3.989
H 6.246 -0.485 -1.614
H 2.557 -4.319 -2.083
H 5.296 -1.171 0.646
H 1.676 -1.695 -4.165
H 3.813 -2.637 0.806
H -1.593 -2.953 -1.724
H 2.935 1.700 0.067
H 5.278 -2.576 -2.623
H 5.640 -2.543 -0.899
H 1.541 -0.134 -4.942
H 5.271 0.426 1.361
H 2.891 -3.165 -3.353
H 4.116 -0.320 -5.315
H 5.196 -0.485 -3.935
H 1.554 -2.875 -2.215
H 4.108 1.754 -3.340
H -1.345 -5.375 -0.454
H 2.844 1.657 -4.548
H 2.397 1.786 -2.849
H 0.250 4.049 2.943
H 2.127 -1.745 4.892
H 4.569 2.318 0.317
H 3.848 2.398 -1.276
H 0.852 -3.550 3.693
H 0.938 -0.345 -3.295
H -1.021 4.915 -1.057
H 1.825 0.497 3.327
H 2.136 -2.436 0.287
H 5.029 -4.012 -1.640
H 3.757 -0.456 1.193
H 5.773 1.076 -2.290
H -2.088 0.168 1.512
H -0.764 1.795 2.766
H 2.956 -3.994 0.116
H 4.149 -1.826 -4.416
H -2.593 0.519 -0.185
H -0.291 -4.846 1.766
H 6.554 0.999 -0.720
H -2.025 2.665 -1.230
```

The following is a DFT calculation (ωB97M-V/def2-TZVPD) of a molecular structure, C27H21AsBF2N4O2SSeSr at a distorted geometry.

## Properties
Net charge: -1
Frontier orbital gap (eV): 5.949
Spin multiplicity: 1
E_tot (hartree): -6701.935867
HOMO level (eV): -4.11

The geometry in XYZ format:
```
61
C27H21AsBF2N4O2SSeSr (ωB97M-V/def2-TZVPD)
Sr 0.634 -0.524 0.540
Se 0.936 -0.725 -3.376
As -1.865 1.860 -1.009
S -1.478 -0.970 -2.548
F -0.514 -4.186 1.551
F -1.408 -2.567 2.806
O -1.461 3.111 2.236
O 1.806 0.007 2.678
N 2.121 1.418 -0.470
N 1.095 0.918 -3.931
N 0.005 1.329 2.178
N 1.612 -0.492 -1.736
C -3.857 3.871 -0.187
C 1.934 3.572 -1.507
C -1.731 4.713 -0.923
C 1.112 1.013 2.902
C -2.010 0.415 -3.491
C -2.591 1.349 -5.653
C -2.160 6.013 -0.692
C -2.679 2.729 -3.690
C -4.416 0.373 -1.059
C -5.237 -0.944 0.781
C -2.844 2.577 -5.062
C 1.442 1.633 -2.809
C -4.136 -0.578 1.537
C 1.757 0.882 -1.643
C -2.189 0.279 -4.871
C -5.379 -0.465 -0.517
C 2.201 2.750 -0.422
C -3.438 6.243 -0.201
C -4.282 5.173 0.053
C -3.310 0.748 -0.300
C -2.580 3.638 -0.679
C -0.503 2.516 2.686
C 1.459 2.029 3.968
C -3.177 0.276 1.000
C 1.546 3.013 -2.717
C -2.250 1.666 -2.905
C 0.289 2.994 3.900
B -0.596 -2.834 1.727
H 2.415 2.483 3.698
H -1.490 6.843 -0.884
H 0.556 4.043 3.774
H -6.232 -0.759 -1.118
H 1.608 1.528 4.924
H 2.477 3.180 0.534
H -2.887 3.690 -3.237
H -2.013 -0.695 -5.314
H -5.278 5.342 0.444
H -2.712 1.215 -6.721
H -4.519 0.726 -2.079
H -2.319 0.552 1.600
H -0.721 4.542 -1.281
H -0.365 2.927 4.770
H -3.175 3.417 -5.661
H -4.522 3.043 0.022
H -3.990 -0.976 2.533
H -3.774 7.256 -0.011
H 2.018 4.645 -1.394
H 1.315 3.638 -3.571
H -5.978 -1.621 1.190
```

Please write out number 1 again, unchanged.
The following is a DFT calculation (ωB97M-V/def2-TZVPD) of a molecular structure, C26H39AuN6P at a distorted geometry.

## Properties
Net charge: +1
Frontier orbital gap (alpha / beta) (eV): 4.865 / 4.866
Spin multiplicity: 1
E_tot (hartree): -1819.408326
HOMO level (alpha / beta) (eV): -9.98 / -9.98

The geometry in XYZ format:
```
73
C26H39AuN6P (ωB97M-V/def2-TZVPD)
Au 0.013 0.033 -0.091
P 3.167 -0.632 -1.582
N 0.699 -0.813 2.106
N -0.706 -2.215 0.053
N 1.797 -0.268 -0.950
N -0.504 -4.141 1.079
N 0.938 -2.612 3.338
N 0.943 6.838 1.034
C 3.119 1.352 -3.539
C 4.952 -2.925 -1.648
C -1.866 0.695 0.596
C 1.603 -1.603 3.971
C 2.568 -3.256 -2.321
C 0.403 -2.094 2.201
C 3.509 -2.526 -1.364
C -1.079 -4.390 -0.132
C -0.945 4.213 -0.241
C 4.212 -0.746 -4.316
C -1.502 2.966 -0.334
C 4.509 0.402 -0.645
C 5.842 0.495 -1.375
C 3.090 -0.173 -3.459
C 0.369 5.846 0.994
C -1.399 2.039 0.732
C -0.285 -2.803 1.159
C -0.230 3.726 2.031
C -0.791 2.481 1.933
C -0.277 4.598 0.931
C 3.085 -2.914 0.054
C 3.923 1.789 -0.382
C 4.715 -0.256 0.718
C 1.444 -0.495 3.187
C -1.195 -3.180 -0.755
C 1.728 -0.627 -3.989
H 6.246 -0.485 -1.614
H 2.557 -4.319 -2.083
H 5.296 -1.171 0.646
H 1.676 -1.695 -4.165
H 3.813 -2.637 0.806
H -1.593 -2.953 -1.724
H 2.935 1.700 0.067
H 5.278 -2.576 -2.623
H 5.640 -2.543 -0.899
H 1.541 -0.134 -4.942
H 5.271 0.426 1.361
H 2.891 -3.165 -3.353
H 4.116 -0.320 -5.315
H 5.196 -0.485 -3.935
H 1.554 -2.875 -2.215
H 4.108 1.754 -3.340
H -1.345 -5.375 -0.454
H 2.844 1.657 -4.548
H 2.397 1.786 -2.849
H 0.250 4.049 2.943
H 2.127 -1.745 4.892
H 4.569 2.318 0.317
H 3.848 2.398 -1.276
H 0.852 -3.550 3.693
H 0.938 -0.345 -3.295
H -1.021 4.915 -1.057
H 1.825 0.497 3.327
H 2.136 -2.436 0.287
H 5.029 -4.012 -1.640
H 3.757 -0.456 1.193
H 5.773 1.076 -2.290
H -2.088 0.168 1.512
H -0.764 1.795 2.766
H 2.956 -3.994 0.116
H 4.149 -1.826 -4.416
H -2.593 0.519 -0.185
H -0.291 -4.846 1.766
H 6.554 0.999 -0.720
H -2.025 2.665 -1.230
```

Please write out number 2 again, unchanged.
The following is a DFT calculation (ωB97M-V/def2-TZVPD) of a molecular structure, C27H21AsBF2N4O2SSeSr at a distorted geometry.

## Properties
Net charge: -1
Frontier orbital gap (eV): 5.949
Spin multiplicity: 1
E_tot (hartree): -6701.935867
HOMO level (eV): -4.11

The geometry in XYZ format:
```
61
C27H21AsBF2N4O2SSeSr (ωB97M-V/def2-TZVPD)
Sr 0.634 -0.524 0.540
Se 0.936 -0.725 -3.376
As -1.865 1.860 -1.009
S -1.478 -0.970 -2.548
F -0.514 -4.186 1.551
F -1.408 -2.567 2.806
O -1.461 3.111 2.236
O 1.806 0.007 2.678
N 2.121 1.418 -0.470
N 1.095 0.918 -3.931
N 0.005 1.329 2.178
N 1.612 -0.492 -1.736
C -3.857 3.871 -0.187
C 1.934 3.572 -1.507
C -1.731 4.713 -0.923
C 1.112 1.013 2.902
C -2.010 0.415 -3.491
C -2.591 1.349 -5.653
C -2.160 6.013 -0.692
C -2.679 2.729 -3.690
C -4.416 0.373 -1.059
C -5.237 -0.944 0.781
C -2.844 2.577 -5.062
C 1.442 1.633 -2.809
C -4.136 -0.578 1.537
C 1.757 0.882 -1.643
C -2.189 0.279 -4.871
C -5.379 -0.465 -0.517
C 2.201 2.750 -0.422
C -3.438 6.243 -0.201
C -4.282 5.173 0.053
C -3.310 0.748 -0.300
C -2.580 3.638 -0.679
C -0.503 2.516 2.686
C 1.459 2.029 3.968
C -3.177 0.276 1.000
C 1.546 3.013 -2.717
C -2.250 1.666 -2.905
C 0.289 2.994 3.900
B -0.596 -2.834 1.727
H 2.415 2.483 3.698
H -1.490 6.843 -0.884
H 0.556 4.043 3.774
H -6.232 -0.759 -1.118
H 1.608 1.528 4.924
H 2.477 3.180 0.534
H -2.887 3.690 -3.237
H -2.013 -0.695 -5.314
H -5.278 5.342 0.444
H -2.712 1.215 -6.721
H -4.519 0.726 -2.079
H -2.319 0.552 1.600
H -0.721 4.542 -1.281
H -0.365 2.927 4.770
H -3.175 3.417 -5.661
H -4.522 3.043 0.022
H -3.990 -0.976 2.533
H -3.774 7.256 -0.011
H 2.018 4.645 -1.394
H 1.315 3.638 -3.571
H -5.978 -1.621 1.190
```

Please write out number 1 again, unchanged.
The following is a DFT calculation (ωB97M-V/def2-TZVPD) of a molecular structure, C26H39AuN6P at a distorted geometry.

## Properties
Net charge: +1
Frontier orbital gap (alpha / beta) (eV): 4.865 / 4.866
Spin multiplicity: 1
E_tot (hartree): -1819.408326
HOMO level (alpha / beta) (eV): -9.98 / -9.98

The geometry in XYZ format:
```
73
C26H39AuN6P (ωB97M-V/def2-TZVPD)
Au 0.013 0.033 -0.091
P 3.167 -0.632 -1.582
N 0.699 -0.813 2.106
N -0.706 -2.215 0.053
N 1.797 -0.268 -0.950
N -0.504 -4.141 1.079
N 0.938 -2.612 3.338
N 0.943 6.838 1.034
C 3.119 1.352 -3.539
C 4.952 -2.925 -1.648
C -1.866 0.695 0.596
C 1.603 -1.603 3.971
C 2.568 -3.256 -2.321
C 0.403 -2.094 2.201
C 3.509 -2.526 -1.364
C -1.079 -4.390 -0.132
C -0.945 4.213 -0.241
C 4.212 -0.746 -4.316
C -1.502 2.966 -0.334
C 4.509 0.402 -0.645
C 5.842 0.495 -1.375
C 3.090 -0.173 -3.459
C 0.369 5.846 0.994
C -1.399 2.039 0.732
C -0.285 -2.803 1.159
C -0.230 3.726 2.031
C -0.791 2.481 1.933
C -0.277 4.598 0.931
C 3.085 -2.914 0.054
C 3.923 1.789 -0.382
C 4.715 -0.256 0.718
C 1.444 -0.495 3.187
C -1.195 -3.180 -0.755
C 1.728 -0.627 -3.989
H 6.246 -0.485 -1.614
H 2.557 -4.319 -2.083
H 5.296 -1.171 0.646
H 1.676 -1.695 -4.165
H 3.813 -2.637 0.806
H -1.593 -2.953 -1.724
H 2.935 1.700 0.067
H 5.278 -2.576 -2.623
H 5.640 -2.543 -0.899
H 1.541 -0.134 -4.942
H 5.271 0.426 1.361
H 2.891 -3.165 -3.353
H 4.116 -0.320 -5.315
H 5.196 -0.485 -3.935
H 1.554 -2.875 -2.215
H 4.108 1.754 -3.340
H -1.345 -5.375 -0.454
H 2.844 1.657 -4.548
H 2.397 1.786 -2.849
H 0.250 4.049 2.943
H 2.127 -1.745 4.892
H 4.569 2.318 0.317
H 3.848 2.398 -1.276
H 0.852 -3.550 3.693
H 0.938 -0.345 -3.295
H -1.021 4.915 -1.057
H 1.825 0.497 3.327
H 2.136 -2.436 0.287
H 5.029 -4.012 -1.640
H 3.757 -0.456 1.193
H 5.773 1.076 -2.290
H -2.088 0.168 1.512
H -0.764 1.795 2.766
H 2.956 -3.994 0.116
H 4.149 -1.826 -4.416
H -2.593 0.519 -0.185
H -0.291 -4.846 1.766
H 6.554 0.999 -0.720
H -2.025 2.665 -1.230
```